109
Properties=species:S:1:pos:R:3:lowdin_charge:R:1 method="wB97M-V/def2-TZVPD" homo_ev=-5.173 lumo_energy_ev=-0.31 charge=-1
C -4.09 -2.61 -2.85 -0.08
C -3.08 -2.17 -4.02 -0.26
O -1.69 -2.41 -3.71 -0.20
C -0.81 -1.89 -4.73 -0.17
C -0.23 -0.49 -4.16 -0.16
O -1.13 0.57 -4.55 -0.18
C -0.44 1.79 -4.85 -0.18
C -0.26 2.76 -3.56 -0.19
O -0.49 2.02 -2.33 -0.28
C -0.10 2.87 -1.21 -0.26
Ga -0.48 1.73 0.51 0.39
C 1.18 1.57 1.71 -0.26
C 1.49 0.09 2.24 -0.27
C 2.31 -0.83 1.21 -0.20
C 3.84 -1.05 1.70 -0.19
C 4.91 -0.97 0.50 -0.23
C 5.71 0.41 0.41 -0.21
C 4.80 1.69 0.10 -0.15
C 3.75 1.52 -1.09 -0.20
O 4.22 2.10 -2.37 -0.26
C 3.38 1.40 -3.36 -0.12
C -1.13 -0.12 -0.12 -0.13
C -2.04 -0.91 0.96 -0.41
O -2.77 -1.83 0.52 0.02
O -1.97 -0.49 2.32 -0.01
C -2.87 -1.22 3.16 -0.36
C -4.14 -0.54 3.87 0.00
O -2.64 -2.44 3.36 0.06
P -2.30 2.85 1.56 0.26
O -1.95 4.55 1.45 -0.36
O -2.52 2.40 3.20 -0.33
S -3.91 2.46 0.48 0.12
H -3.60 -3.11 -1.95 0.07
H -4.66 -1.67 -2.48 0.09
H -4.82 -3.36 -3.31 0.07
H -3.42 -2.67 -4.99 0.11
H -3.22 -1.04 -4.16 0.12
H -1.34 -1.65 -5.72 0.13
H 0.11 -2.57 -4.89 0.13
H 0.85 -0.29 -4.46 0.12
H -0.28 -0.59 -3.01 0.13
H 0.59 1.64 -5.35 0.11
H -1.08 2.37 -5.62 0.12
H -1.00 3.63 -3.58 0.12
H 0.80 3.20 -3.56 0.11
H 0.98 3.26 -1.25 0.05
H -0.79 3.79 -1.24 0.07
H 2.07 2.03 1.15 0.02
H 1.03 2.25 2.64 0.06
H 2.16 0.21 3.17 0.09
H 0.58 -0.50 2.58 0.09
H 2.24 -0.46 0.13 0.09
H 1.81 -1.87 1.21 0.09
H 4.16 -0.30 2.51 0.10
H 3.94 -2.08 2.20 0.11
H 4.47 -1.27 -0.51 0.10
H 5.70 -1.79 0.73 0.10
H 6.18 0.59 1.45 0.11
H 6.54 0.33 -0.39 0.11
H 5.50 2.59 -0.09 0.11
H 4.20 1.94 1.05 0.10
H 2.78 2.11 -0.85 0.10
H 3.48 0.43 -1.33 0.10
H 2.31 1.28 -2.95 0.08
H 3.28 1.97 -4.34 0.09
H 3.88 0.37 -3.50 0.11
H -1.83 0.05 -1.02 0.08
H -0.29 -0.80 -0.50 0.06
H -3.83 0.14 4.74 0.09
H -4.71 0.13 3.13 0.09
H -4.83 -1.33 4.32 0.05
H -2.27 4.77 0.54 0.02
H -3.35 2.85 3.48 0.05
C 1.81 -5.69 -2.01 0.02
C 0.82 -6.54 -2.29 0.02
C -0.55 -6.33 -1.76 -0.39
O -1.45 -7.10 -2.02 0.09
C -0.77 -5.14 -0.91 0.03
C 0.22 -4.29 -0.63 0.04
C 1.58 -4.51 -1.16 -0.38
O 2.49 -3.73 -0.90 0.10
H 2.81 -5.83 -2.39 0.12
H 0.96 -7.41 -2.92 0.12
H -1.78 -5.00 -0.53 0.13
H 0.07 -3.42 0.00 0.11
C -6.79 -3.38 5.87 0.03
C -7.63 -4.31 6.32 0.02
C -8.25 -4.20 7.66 -0.39
O -9.02 -5.04 8.07 0.10
C -7.90 -3.02 8.47 0.02
C -7.06 -2.09 8.02 0.02
C -6.43 -2.20 6.69 -0.37
O -5.66 -1.36 6.28 0.10
H -6.32 -3.45 4.89 0.13
H -7.90 -5.18 5.73 0.12
H -8.37 -2.95 9.45 0.12
H -6.79 -1.22 8.61 0.12
C 6.16 7.28 -1.00 0.01
C 4.95 7.71 -1.35 0.02
C 3.95 6.80 -1.94 -0.39
O 2.84 7.20 -2.26 0.10
C 4.34 5.39 -2.14 0.03
C 5.56 4.95 -1.79 0.02
C 6.56 5.87 -1.20 -0.39
O 7.66 5.47 -0.88 0.10
H 6.91 7.93 -0.56 0.12
H 4.64 8.74 -1.21 0.12
H 3.60 4.74 -2.58 0.11
H 5.86 3.93 -1.93 0.10